[1]
Molecular formula: C17H25Cl5NO2P2Pt
Method: DFT, ωB97M-V/def2-TZVPD

- Lowest unoccupied orbital energy (alpha / beta): -3.26 / -7.23 eV
- Charge: +1
- Gap between HOMO and LUMO (alpha / beta): 3.37 / 3.65 eV
- Spin multiplicity: 5

Element x y z (Å)
C -0.20989 -2.24198 -3.59929
C -0.22969 -1.75828 -2.29175
N -0.24718 -0.43923 -2.04219
C -0.40890 0.43508 -3.05851
C -0.39790 0.00281 -4.39349
C -0.31629 -1.36321 -4.66904
C -0.39733 -2.77328 -1.18201
P -0.36667 -2.05908 0.50416
Pt -0.30149 0.33023 0.10559
P -0.10613 2.27124 -1.01943
C -0.56546 1.91777 -2.75500
O 4.47647 -3.84534 -2.33390
O 4.07757 1.55768 -2.52371
H -0.06888 -3.31432 -3.71235
H -0.54545 0.73860 -5.18304
H -0.31423 -1.74041 -5.69182
C -1.91359 -2.71718 1.12657
C 1.02732 -2.69772 1.50742
H 0.09742 2.49538 -3.42091
H -1.60428 2.27673 -2.90287
H 0.31798 -3.58643 -1.25562
H -1.40095 -3.22584 -1.24736
C -1.16852 3.56438 -0.36160
C 1.58932 2.86327 -1.04309
H 3.63833 0.85774 -3.01787
H 4.76568 1.06759 -2.02978
H 3.70294 -3.39726 -1.96855
H 4.08366 -4.73425 -2.38524
H -1.89508 0.31796 -0.14828
H 0.76283 -0.73461 0.75041
H -1.78449 -3.80763 1.16366
H -2.16575 -2.31302 2.10707
H -2.70922 -2.48821 0.40859
H 0.85209 -3.74805 1.75943
H 1.95474 -2.57535 0.92769
H 1.11186 -2.07342 2.41209
H 1.61894 3.81963 -1.57520
H 1.92584 3.00928 -0.01418
H 2.30225 2.17331 -1.51864
H -1.11509 4.47254 -0.98048
H -2.20105 3.19267 -0.31237
H -0.83373 3.78150 0.66252
Cl -2.73901 0.71505 2.64515
C -1.18205 1.34292 2.97131
C -0.12220 1.07837 2.09283
C 1.15964 1.31162 2.57859
Cl 2.52737 0.69164 1.71493
C 1.40324 2.06156 3.74286
Cl 3.00432 2.48943 4.16387
C 0.31350 2.50694 4.52046
Cl 0.59350 3.49498 5.88255
C -0.98735 2.10022 4.15292
Cl -2.30697 2.58695 5.12352

=====

[2]
Molecular formula: C17H25ClF9O7P
Method: DFT, ωB97M-V/def2-TZVPD

- Lowest unoccupied orbital energy: 0.53 eV
- Charge: 0
- Gap between HOMO and LUMO: 9.47 eV
- Spin multiplicity: 1
- SMILES string: CCOC(=O)C(F)(F)F.CCOC(=O)C(F)(F)F.CCOC(=O)C(F)(F)F.O=CCPCCCCl

Element x y z (Å)
C -6.47805 -1.89888 0.69118
C -5.50397 -1.15024 1.57314
O -4.34609 -1.95809 1.87516
C -3.40647 -1.98772 0.94986
O -3.41124 -1.42921 -0.10454
C -2.21979 -2.83679 1.44445
F -2.63403 -3.97721 1.99207
F -1.52894 -2.15496 2.35927
F -1.40874 -3.12462 0.43490
H -6.75928 -2.84578 1.15197
H -7.37694 -1.30251 0.54166
H -6.04131 -2.11271 -0.28345
H -5.94600 -0.92490 2.54030
H -5.18228 -0.21485 1.11776
C 2.31121 3.68114 1.46524
C 1.25912 3.57810 2.54722
O -0.06988 3.61073 1.98504
C -0.52465 2.46844 1.50742
O 0.03140 1.41183 1.49893
C -1.94485 2.67207 0.94797
F -2.02341 3.77344 0.20903
F -2.82502 2.77445 1.94990
F -2.28269 1.63165 0.20035
H 2.15209 4.57466 0.86205
H 3.30196 3.73474 1.91423
H 2.28033 2.81694 0.80290
H 1.30031 4.43484 3.21501
H 1.37762 2.67398 3.14214
C 1.70978 -3.05135 0.66946
C 2.68299 -2.00063 0.18280
O 3.69591 -1.72469 1.17002
C 4.71561 -2.56626 1.20306
O 4.89223 -3.51504 0.50295
C 5.71757 -2.11383 2.28232
F 5.09500 -1.78293 3.41226
F 6.39108 -1.04531 1.84561
F 6.58290 -3.07941 2.54230
H 1.27150 -2.75121 1.62112
H 0.90853 -3.18355 -0.05643
H 2.20753 -4.00964 0.81251
H 2.17290 -1.05228 0.02908
H 3.15567 -2.29153 -0.75472
O 3.24396 2.71725 -2.26985
C 3.46426 1.52281 -2.26916
C 2.54365 0.47972 -2.86346
P 1.38499 1.09551 -4.18312
C -0.12474 1.47647 -3.17104
C -1.16340 0.37599 -3.34805
C -2.58341 0.73558 -2.93251
Cl -3.09549 2.38037 -3.39472
H 4.39413 1.14635 -1.80751
H 1.93961 0.02454 -2.08404
H 3.15821 -0.29067 -3.32152
H 1.87004 2.39611 -4.39730
H 0.17388 1.55031 -2.12849
H -0.48421 2.44404 -3.49864
H -1.14426 -0.03578 -4.35239
H -0.87751 -0.44424 -2.68757
H -2.71813 0.61202 -1.86620
H -3.28121 0.06271 -3.41793

=====

[3]
Molecular formula: C17H25ClN3O3PS
Method: DFT, ωB97M-V/def2-TZVPD

- Lowest unoccupied orbital energy: -0.66 eV
- Charge: 0
- Gap between HOMO and LUMO: 8.22 eV
- Spin multiplicity: 1

Element x y z (Å)
C 2.12827 2.69573 2.04469
O 2.60579 1.75258 1.11340
C 3.53652 2.28965 0.19307
C 4.57188 1.23850 -0.21835
C 4.02382 -0.19214 -0.29983
C 3.78706 -0.66585 -1.74020
C 3.10845 -2.04196 -1.78000
C 1.57138 -1.95772 -1.73610
C 1.02046 -2.32334 -0.35250
C -0.36581 -1.81653 -0.05409
C -0.64067 -1.25974 1.14850
C -1.91778 -0.71346 1.49691
P -2.14200 0.11191 3.12977
O -1.37795 1.51940 2.77165
Cl -0.69758 -0.87361 4.25877
C -2.98267 -0.71940 0.63744
C -4.30345 -0.10747 1.05796
C -5.38836 0.11659 0.00134
C -5.09933 1.20722 -1.01083
N -4.39392 2.32100 -0.50828
O -5.42977 1.13098 -2.17212
C -2.73494 -1.32567 -0.62874
N -3.62229 -1.46621 -1.62236
S -2.87016 -2.17942 -2.82766
N -1.41179 -2.36825 -2.20898
C -1.44553 -1.85402 -0.97285
H 1.49328 2.16962 2.75423
H 1.53833 3.48015 1.55801
H 2.95248 3.16549 2.58983
H 3.01244 2.67642 -0.68942
H 4.05156 3.14199 0.64773
H 4.96138 1.51119 -1.20264
H 5.42450 1.29311 0.45910
H 3.07735 -0.26112 0.23174
H 4.71668 -0.87839 0.18996
H 4.73570 -0.67857 -2.27839
H 3.11948 0.06285 -2.20641
H 3.47341 -2.65174 -0.94973
H 3.41233 -2.55886 -2.69180
H 1.25461 -0.94377 -1.98780
H 1.14509 -2.61507 -2.49048
H 1.66661 -1.84384 0.38361
H 1.07260 -3.40226 -0.19380
H 0.14484 -1.20097 1.88697
H -0.86897 1.43774 1.95502
H -4.73551 -0.68583 1.87678
H -4.07869 0.87094 1.48415
H -5.64188 -0.78022 -0.55179
H -6.29835 0.42192 0.52985
H -4.90376 2.77308 0.24254
H -4.25518 2.97738 -1.26785

=====

[4]
Molecular formula: C17H25CoN3O3P
Method: DFT, ωB97M-V/def2-TZVPD

- Energy above the lowest of the compared OMol25 structures with the same formula, charge and spin: 19.4 kcal per mole
- Lowest unoccupied orbital energy (alpha / beta): -5.86 / -7.26 eV
- Charge: +2
- Gap between HOMO and LUMO (alpha / beta): 4.52 / 7.43 eV
- Spin multiplicity: 5

Element x y z (Å)
C -2.00198 2.27875 -1.59287
C -1.19957 1.36662 -2.47903
N -0.91103 0.15635 -1.94174
C -0.35973 -0.81297 -2.70266
C 0.14576 -0.49621 -3.96101
C -0.14624 0.73920 -4.53318
C -0.87309 1.67386 -3.79070
C -0.56822 -2.25077 -2.31428
P -0.65466 -2.89964 -0.64197
H -1.21421 2.63448 -4.18393
H 0.72537 -1.24028 -4.50001
H 0.12720 0.95923 -5.56295
C -0.22708 2.80552 -0.01834
C -2.52271 2.62381 0.78018
H 0.08057 -2.88808 -2.92684
H -3.06471 1.98638 -1.64309
H -1.89008 3.32024 -1.91621
C 0.53488 -2.67690 0.65499
C -1.28110 -4.56815 -0.68137
H 0.03694 -2.65017 1.64072
H 1.22753 -3.53626 0.65772
H 1.13069 -1.75812 0.53569
H -1.85089 -4.78742 0.23404
H -1.93184 -4.72009 -1.55640
H -0.43995 -5.27273 -0.74997
H -2.68243 3.70593 0.65377
H -3.46889 2.09291 0.61311
H -2.17891 2.42158 1.80260
H -0.35409 3.87536 -0.23262
H 0.13064 2.66176 1.00479
H 0.49859 2.38141 -0.71314
C -0.63859 0.15825 1.68269
O -0.56725 0.14217 2.84492
Co -1.32483 0.03425 0.00989
O -1.98039 -1.98939 -0.22350
H -1.68988 -2.46619 -2.49384
H -2.74158 -2.11312 -0.82072
N -1.52381 2.12662 -0.18833
O 1.41417 0.43546 1.11893
N 2.19105 0.52491 2.19776
C 2.04577 1.56489 3.07549
C 2.81420 1.60153 4.22382
C 3.77063 0.60869 4.45973
C 3.94615 -0.39777 3.50665
C 3.18229 -0.40096 2.35744
H 1.29782 2.31942 2.82560
H 2.63982 2.41771 4.92512
H 4.35836 0.61861 5.37591
H 4.70151 -1.17312 3.62527
H 3.28782 -1.13758 1.56183

=====

no.,DFT total energy (Eh)
1,-3970.52472
2,-2889.82545
3,-2252.55381
4,-2776.22349